1.
ORCA calculation (ωB97M-V/def2-TZVPD) on a molecular structure, C17H21AsBClN8O6S2Zr at a distorted geometry.

Values from the calculation:
**Energy above the lowest of the compared OMol25 structures with the same formula, charge and spin**: 1.3056 eV
**HOMO-LUMO gap**: 8.06 eV
**F_max**: 2.74 eV/Å

```
58
C17H21AsBClN8O6S2Zr, DFT ωB97M-V/def2-TZVPD
Zr 0.3593 0.0062 -1.2548
C -4.1876 0.5038 -2.0320
C -2.9536 0.8048 -1.3413
N -2.0114 -0.0518 -1.6966
N -2.5183 -0.9499 -2.5126
C -3.8121 -0.6196 -2.7803
B -1.6415 -1.9658 -3.2735
N -0.9652 -2.8037 -2.1273
C -1.0257 -4.1291 -1.7958
C -0.3064 -4.3110 -0.6289
C 0.1621 -3.0808 -0.2891
N -0.2682 -2.1390 -1.1346
N -0.5894 -1.1912 -4.1502
C -0.3253 -1.2586 -5.4707
C 0.7447 -0.4116 -5.6574
C 1.0959 0.1176 -4.4199
N 0.2542 -0.3739 -3.5502
H -5.1847 0.9003 -1.9947
H -2.6647 1.5701 -0.5858
H -4.3876 -1.1008 -3.5246
H -2.3049 -2.7066 -4.0218
H -1.5555 -4.8075 -2.3907
H -0.0841 -5.2396 -0.1147
H 0.8924 -2.7651 0.4407
H -0.9249 -1.8862 -6.1520
H 1.1783 -0.1666 -6.6083
H 1.8280 0.8105 -4.0422
O 2.7309 1.1487 1.8125
As 0.9766 1.1848 1.9504
O 0.4561 0.7713 3.4677
O 0.1196 0.3210 0.7719
C 0.8010 3.1167 1.6214
C 0.7551 3.9122 2.7750
C 0.6372 5.2947 2.7048
C 0.5282 5.9453 1.4773
C 0.5621 5.1855 0.3472
C 0.6447 3.8052 0.3927
S 0.6520 2.9495 -1.1804
O 0.7618 4.0546 -2.0687
O 1.7770 1.9721 -1.2057
O -0.5073 2.0341 -1.3649
H 3.0571 0.2864 2.2205
H 0.8698 3.4193 3.7392
H 0.5392 5.8449 3.6449
H 0.2828 7.0160 1.4550
H 0.3360 5.5696 -0.6812
C 0.0596 -1.9904 5.6703
N 0.7467 -1.6613 4.3891
C 1.8407 -2.2586 3.9663
N 2.3210 -3.2798 4.6903
S 2.7629 -1.9209 2.5278
H -0.3983 -1.1042 6.0574
H 0.7019 -2.4379 6.4433
H -0.6695 -2.7594 5.4543
H 0.5127 -0.7669 3.8673
H 1.7762 -3.7340 5.3875
H 3.0028 -3.8320 4.1948
Cl 2.5594 -0.8413 -1.4187
```

2.
ORCA calculation (ωB97M-V/def2-TZVPD) on 2 unconnected molecules or ions with the total composition C17H21B2ClO9PS at a distorted geometry.

Values from the calculation:
**HOMO-LUMO gap**: 6.97 eV
**Total charge**: -1
**F_max**: 5.41 eV/Å

```
52
C17H21B2ClO9PS, DFT ωB97M-V/def2-TZVPD
C -5.9776 2.2037 -3.3669
C -5.4597 1.1762 -2.1977
C -4.2215 1.7946 -1.2656
Cl -3.0649 2.9011 -2.2027
B -3.4704 0.4385 -0.6231
C -2.5191 -0.4157 -1.6504
C -1.1018 -0.9664 -0.9643
C -1.3399 -2.3623 -0.0751
O -0.3785 0.0791 -0.2274
C 1.0462 -0.2329 -0.0475
C 1.9554 -0.0142 -1.4314
C 3.2227 -1.0674 -1.7044
C 4.0921 -0.8902 -3.1022
C 3.7406 0.2882 -4.2073
C 2.4822 1.3048 -3.8752
C 1.5525 1.1923 -2.4952
P -3.8541 0.0393 1.2072
S -2.3602 0.2429 2.4355
H -6.8920 1.6520 -3.9008
H -6.4168 3.2117 -2.9542
H -5.1693 2.3447 -4.2166
H -5.0245 0.2038 -2.7341
H -6.3454 0.7681 -1.5126
H -4.7534 2.3871 -0.3749
H -3.0724 -1.3544 -2.0951
H -2.1741 0.2299 -2.5935
H -0.4521 -1.3297 -1.8984
H -0.3691 -2.7378 0.4585
H -2.2569 -2.2964 0.6475
H -1.6195 -3.1986 -0.8783
H 1.2790 -1.3206 0.3158
H 1.5294 0.4974 0.7642
H 3.4957 -1.9255 -0.9501
H 4.9643 -1.6795 -3.2850
H 4.3670 0.3690 -5.2066
H 2.1737 2.1489 -4.6610
H 0.6581 1.9176 -2.2841
H -4.3823 -1.3301 1.2834
H -4.9575 0.8810 1.6840
B 3.9291 -0.3972 4.6296
O 4.2439 0.7745 3.8061
C 4.2265 0.3678 2.5290
O 4.4477 1.0975 1.5761
C 3.9114 -1.0354 2.4665
O 3.8182 -1.7061 1.4513
O 3.7293 -1.5170 3.7043
O 5.0157 -0.6827 5.5721
C 4.4894 -0.6178 6.8031
O 5.1240 -0.8041 7.8288
C 3.0880 -0.2993 6.7199
O 2.3241 -0.1677 7.6625
O 2.7272 -0.1627 5.4362
```

3.
ORCA calculation (ωB97M-V/def2-TZVPD) on 3 unconnected molecules or ions with the total composition C17H21B2N2O7 at a distorted geometry.

Values from the calculation:
**Energy above the lowest of the compared OMol25 structures with the same formula, charge and spin**: 0.5103 eV
**HOMO-LUMO gap**: 3.06 eV
**Total charge**: -1
**F_max**: 2.07 eV/Å

```
49
C17H21B2N2O7, DFT ωB97M-V/def2-TZVPD
C -1.9054 -3.3171 2.7048
C -1.8007 -4.5563 2.0603
B -0.4757 -4.8346 1.1020
O 0.6755 -4.0928 1.7397
C -0.1552 -6.4553 1.1642
C 0.0248 -7.1153 -0.1551
O -0.8454 -7.4801 -0.8863
B -0.7818 -4.2230 -0.4621
C 0.3577 -3.6513 -1.4403
O -2.1105 -4.1865 -0.8983
H -1.6679 -3.1812 3.7576
H -2.2783 -2.4661 2.1377
H -2.5592 -5.3415 2.2170
H 0.6900 -3.2054 1.3774
H -0.9145 -7.0088 1.7304
H 0.7808 -6.5747 1.7216
H 1.0790 -7.3183 -0.4689
H 1.1992 -4.3368 -1.5462
H 0.7111 -2.7313 -0.9775
H -0.0680 -3.3906 -2.4180
H -2.1520 -4.2587 -1.8612
C 1.7798 1.6824 2.4096
C 1.0111 0.5263 2.4356
C 0.4586 0.0344 1.2645
C 0.6907 0.7109 0.0788
C 1.4483 1.8690 0.0362
C 1.9957 2.3565 1.2127
N 0.1242 0.1747 -1.1667
O -0.5447 -0.8289 -1.0746
O 0.3649 0.7664 -2.2094
H 2.2150 2.0608 3.3263
H 0.8436 0.0040 3.3679
H -0.1414 -0.8682 1.2893
H 1.6173 2.3836 -0.8929
H 2.5925 3.2562 1.1978
C -1.6614 6.8340 -2.4687
C -1.3379 7.2886 -1.1971
C -0.2448 6.7618 -0.5295
C 0.5150 5.7859 -1.1497
C 0.2010 5.3177 -2.4132
C -0.8955 5.8472 -3.0738
N 1.6873 5.2398 -0.4558
O 1.9272 5.6513 0.6639
O 2.3503 4.4063 -1.0440
H -2.5137 7.2508 -2.9900
H -1.9374 8.0561 -0.7267
H 0.0052 7.1157 0.4599
H 0.7968 4.5506 -2.8866
H -1.1514 5.4916 -4.0624
```

4.
ORCA calculation (ωB97M-V/def2-TZVPD) on a molecular structure, C17H21BN6Sn at a distorted geometry.

Values from the calculation:
**Energy above the lowest of the compared OMol25 structures with the same formula, charge and spin**: 1.7203 eV
**HOMO-LUMO gap (spin up / spin down)**: 4.21 / 4.26 eV
**Total charge**: +2
**F_max**: 4.03 eV/Å

```
46
C17H21BN6Sn, DFT ωB97M-V/def2-TZVPD
H 0.8740 3.6546 0.0562
N 0.5342 2.0026 -1.2364
B 0.2842 0.4079 -3.2654
N 0.5337 1.8382 -2.6024
C 0.8335 3.0357 -3.1580
Sn 0.6985 0.4291 0.1969
H 0.9189 3.1680 -4.2247
C 1.0407 3.9704 -2.1434
H 1.3444 4.9913 -2.2429
C 0.8284 3.2905 -0.9452
H 0.3555 0.4808 -4.4744
C -1.9910 -2.3706 1.5324
H -1.5036 -3.0212 2.2343
H -1.2353 -1.7140 1.0815
H -2.4394 -2.9364 0.7316
N -1.2154 0.0162 -2.9123
N 1.2417 -0.7044 -2.7069
N -1.6386 -0.1194 -1.5895
N 1.4648 -0.9389 -1.3576
C -2.2444 -0.2043 -3.7605
C 1.9587 -1.6161 -3.3937
H -2.1023 -0.1451 -4.8345
H 1.9698 -1.6503 -4.4675
C -3.3864 -0.4730 -3.0082
C 2.6475 -2.4446 -2.5235
C -2.9517 -0.4219 -1.6626
C 2.2962 -2.0187 -1.2428
H -4.3836 -0.6817 -3.3805
H 3.3296 -3.2490 -2.7572
H -3.5622 -0.5972 -0.7901
H 2.5948 -2.4528 -0.2912
H -2.7517 -1.7590 2.0160
C 2.4321 0.6057 1.7250
C 1.7545 0.5524 3.0642
C 1.6965 -0.6430 3.8046
C 0.9318 -0.7434 4.9710
C 0.1920 0.3683 5.4159
C 0.2212 1.5669 4.6817
C 1.0121 1.6553 3.5289
H 2.9269 1.5560 1.5107
H 3.1015 -0.2441 1.5746
H 2.2371 -1.5196 3.4512
H 0.9158 -1.6703 5.5604
H -0.4295 0.3029 6.3253
H -0.3477 2.4438 5.0262
H 1.0254 2.5859 2.9597
```

5.
ORCA calculation (ωB97M-V/def2-TZVPD) on a molecular structure, C17H21Br2FN4O4Sn at a distorted geometry.

Values from the calculation:
**HOMO-LUMO gap**: 3.87 eV
**Total charge**: +2
**F_max**: 1.68 eV/Å

```
50
C17H21Br2FN4O4Sn, DFT ωB97M-V/def2-TZVPD
C 2.5601 0.5602 3.6167
N 2.3370 0.8271 2.1767
C 1.7942 -0.2760 1.4069
C 0.4545 0.0895 0.6921
C -0.6484 0.2221 1.7076
C -1.8513 0.7994 1.3546
C -2.8335 0.9276 2.2997
C -2.5707 0.4733 3.5635
C -1.3609 -0.1136 3.8372
N -0.3986 -0.2420 2.9234
C 0.7676 1.3500 -0.0729
O 0.6638 2.4809 0.2313
N 1.2782 0.9354 -1.3967
C 0.4696 -0.2086 -1.7582
C 1.3163 -1.0598 -2.7602
C 1.3200 -2.5590 -2.6854
O 2.0550 -3.2109 -2.0716
F 0.4358 -3.1108 -3.5403
C -0.8816 0.3745 -2.3669
Br -1.7717 -0.8090 -3.7000
C -0.8958 1.7589 -3.0582
C -0.8822 2.9389 -2.1149
Br 0.5071 2.0394 -4.4458
C 0.2388 -0.9615 -0.4350
C -0.9811 -1.8602 -0.3263
O -0.6869 -2.9302 0.5290
N -1.5794 -2.9151 1.6990
O -1.5119 -3.8906 2.2879
H 3.5681 0.8314 3.8848
H 1.9198 1.1947 4.2053
H 2.4005 -0.4739 3.8777
H 3.2414 1.0389 1.7909
H 1.6136 -1.1499 2.0151
H 2.5158 -0.5658 0.6472
H -2.0235 1.1533 0.3536
H -3.7744 1.3848 2.0657
H -3.3029 0.5685 4.3399
H -1.1743 -0.4861 4.8240
H 2.2454 0.6879 -1.2159
H 0.8483 -0.7236 -3.6771
H 2.3661 -0.8239 -2.7542
H -1.5902 0.4553 -1.5587
H -1.8020 1.8064 -3.6323
H -1.2223 2.6608 -1.1295
H 0.0979 3.3784 -2.0116
H -1.5434 3.7007 -2.4921
H 1.0441 -1.6671 -0.2799
H -1.1998 -2.3044 -1.2957
H -1.8799 -1.3487 -0.0009
Sn 0.3080 -0.9476 -5.5497
```

Copy entry 2 word for word.
ORCA calculation (ωB97M-V/def2-TZVPD) on 2 unconnected molecules or ions with the total composition C17H21B2ClO9PS at a distorted geometry.

Values from the calculation:
**HOMO-LUMO gap**: 6.97 eV
**Total charge**: -1
**F_max**: 5.41 eV/Å

```
52
C17H21B2ClO9PS, DFT ωB97M-V/def2-TZVPD
C -5.9776 2.2037 -3.3669
C -5.4597 1.1762 -2.1977
C -4.2215 1.7946 -1.2656
Cl -3.0649 2.9011 -2.2027
B -3.4704 0.4385 -0.6231
C -2.5191 -0.4157 -1.6504
C -1.1018 -0.9664 -0.9643
C -1.3399 -2.3623 -0.0751
O -0.3785 0.0791 -0.2274
C 1.0462 -0.2329 -0.0475
C 1.9554 -0.0142 -1.4314
C 3.2227 -1.0674 -1.7044
C 4.0921 -0.8902 -3.1022
C 3.7406 0.2882 -4.2073
C 2.4822 1.3048 -3.8752
C 1.5525 1.1923 -2.4952
P -3.8541 0.0393 1.2072
S -2.3602 0.2429 2.4355
H -6.8920 1.6520 -3.9008
H -6.4168 3.2117 -2.9542
H -5.1693 2.3447 -4.2166
H -5.0245 0.2038 -2.7341
H -6.3454 0.7681 -1.5126
H -4.7534 2.3871 -0.3749
H -3.0724 -1.3544 -2.0951
H -2.1741 0.2299 -2.5935
H -0.4521 -1.3297 -1.8984
H -0.3691 -2.7378 0.4585
H -2.2569 -2.2964 0.6475
H -1.6195 -3.1986 -0.8783
H 1.2790 -1.3206 0.3158
H 1.5294 0.4974 0.7642
H 3.4957 -1.9255 -0.9501
H 4.9643 -1.6795 -3.2850
H 4.3670 0.3690 -5.2066
H 2.1737 2.1489 -4.6610
H 0.6581 1.9176 -2.2841
H -4.3823 -1.3301 1.2834
H -4.9575 0.8810 1.6840
B 3.9291 -0.3972 4.6296
O 4.2439 0.7745 3.8061
C 4.2265 0.3678 2.5290
O 4.4477 1.0975 1.5761
C 3.9114 -1.0354 2.4665
O 3.8182 -1.7061 1.4513
O 3.7293 -1.5170 3.7043
O 5.0157 -0.6827 5.5721
C 4.4894 -0.6178 6.8031
O 5.1240 -0.8041 7.8288
C 3.0880 -0.2993 6.7199
O 2.3241 -0.1677 7.6625
O 2.7272 -0.1627 5.4362
```

- Among the records above, which one has the lowest F_max?
  C17H21Br2FN4O4Sn

Repeat the fourth record exactly.
ORCA calculation (ωB97M-V/def2-TZVPD) on a molecular structure, C17H21BN6Sn at a distorted geometry.

Values from the calculation:
**Energy above the lowest of the compared OMol25 structures with the same formula, charge and spin**: 1.7203 eV
**HOMO-LUMO gap (spin up / spin down)**: 4.21 / 4.26 eV
**Total charge**: +2
**F_max**: 4.03 eV/Å

```
46
C17H21BN6Sn, DFT ωB97M-V/def2-TZVPD
H 0.8740 3.6546 0.0562
N 0.5342 2.0026 -1.2364
B 0.2842 0.4079 -3.2654
N 0.5337 1.8382 -2.6024
C 0.8335 3.0357 -3.1580
Sn 0.6985 0.4291 0.1969
H 0.9189 3.1680 -4.2247
C 1.0407 3.9704 -2.1434
H 1.3444 4.9913 -2.2429
C 0.8284 3.2905 -0.9452
H 0.3555 0.4808 -4.4744
C -1.9910 -2.3706 1.5324
H -1.5036 -3.0212 2.2343
H -1.2353 -1.7140 1.0815
H -2.4394 -2.9364 0.7316
N -1.2154 0.0162 -2.9123
N 1.2417 -0.7044 -2.7069
N -1.6386 -0.1194 -1.5895
N 1.4648 -0.9389 -1.3576
C -2.2444 -0.2043 -3.7605
C 1.9587 -1.6161 -3.3937
H -2.1023 -0.1451 -4.8345
H 1.9698 -1.6503 -4.4675
C -3.3864 -0.4730 -3.0082
C 2.6475 -2.4446 -2.5235
C -2.9517 -0.4219 -1.6626
C 2.2962 -2.0187 -1.2428
H -4.3836 -0.6817 -3.3805
H 3.3296 -3.2490 -2.7572
H -3.5622 -0.5972 -0.7901
H 2.5948 -2.4528 -0.2912
H -2.7517 -1.7590 2.0160
C 2.4321 0.6057 1.7250
C 1.7545 0.5524 3.0642
C 1.6965 -0.6430 3.8046
C 0.9318 -0.7434 4.9710
C 0.1920 0.3683 5.4159
C 0.2212 1.5669 4.6817
C 1.0121 1.6553 3.5289
H 2.9269 1.5560 1.5107
H 3.1015 -0.2441 1.5746
H 2.2371 -1.5196 3.4512
H 0.9158 -1.6703 5.5604
H -0.4295 0.3029 6.3253
H -0.3477 2.4438 5.0262
H 1.0254 2.5859 2.9597
```